No. 1
Molecular formula: C19H22F24NO5S
Method: DFT, ωB97M-V/def2-TZVPD

Last column: Löwdin charge in e.
CARTESIAN COORDINATES (ANGSTROEM)
S 0.2930 -3.2809 -5.4669  1.1623
F -2.6373 7.9165 0.9321  0.1000
F 3.9814 -6.2690 5.1373  0.1538
F -1.4392 3.6618 -2.4381  0.1023
F 4.6761 -5.6652 3.1695  0.1521
F -2.7140 -0.8713 -2.2153  0.0941
F -1.5391 3.5568 1.0520  0.1364
F -2.8792 1.2229 -2.8576  0.1537
F -0.4051 4.9389 -0.9888  0.1052
F 2.7252 -3.2274 -0.2699  0.0710
F -3.7925 5.5507 1.3268  0.0808
F 1.0286 -5.0968 0.4971  0.0761
F -4.4602 7.1006 2.7333  0.1482
F -0.0558 1.3425 -2.7174  0.1141
F -1.4340 6.3770 5.1578  0.1533
F -0.9297 -0.1569 -4.0420  0.0520
F 4.2060 -3.8264 1.2216  0.1182
F 1.5062 -3.6291 2.0595  0.1468
F 3.7042 -3.0556 3.7869  0.0973
F -2.5551 5.5340 6.8166  0.1419
F -1.7683 7.9051 2.9401  0.1051
F -2.2647 8.2453 6.9070  0.1045
F 5.2795 -3.8644 5.0744  0.1105
F -3.4161 8.4303 5.0536  0.1036
F -0.2183 2.3708 -0.2014  0.1543
O -3.5378 5.6406 4.8585  0.0552
O 2.0458 -4.9214 -3.5944  0.0663
O 2.4901 -5.5677 3.6881  0.0553
O 2.1373 -2.7533 -3.0155  -0.0294
O -2.4474 2.1125 -0.3308  0.0604
N 0.1502 -5.3412 -7.2078  -0.0014
C 2.1977 -5.8807 2.3467  -0.0450
C 1.9909 -4.6931 1.3995  -0.4319
C 1.4844 -1.9433 -5.2135  -0.3113
C 3.7746 -5.3956 4.1301  -0.5443
C 1.1086 -4.4533 -6.6020  -0.4302
C -3.1886 5.2697 3.5427  -0.0481
C 1.7468 -4.0299 -2.8515  -0.3499
C -2.2333 7.1231 1.9496  -0.3094
C -1.4124 2.9876 -0.1702  -0.5406
C -2.2395 0.7493 -0.6225  -0.0394
C 2.6211 -2.3940 -4.3049  -0.1926
C -1.4798 4.1450 -1.1804  -0.2806
C 3.1616 -4.2614 0.5078  -0.2986
C -2.6637 6.2789 5.6904  -0.5464
C -3.1954 7.6526 6.1301  -0.2865
C -0.7641 0.2068 -2.7278  -0.2917
C 3.9870 -3.9909 4.7177  -0.2836
C -2.1562 0.3776 -2.1084  -0.4416
C -3.4317 6.2931 2.4268  -0.4384
H -0.2037 -0.5799 -2.2147  0.1697
H -1.4323 6.4699 1.5912  0.1655
H -1.3992 0.3303 -0.0671  0.1504
H 0.9261 -1.1053 -4.7985  0.0811
H -3.1430 0.2521 -0.2718  0.1546
H 1.6585 -3.8698 -7.3436  0.1046
H -0.5778 -2.6849 -6.3049  0.0392
H 1.2247 -6.3694 2.3846  0.1526
H 0.2906 -6.2872 -6.8754  0.0946
H 3.2759 -1.5371 -4.1602  0.1495
H 3.3453 -3.8481 5.5885  0.1772
H 3.2143 -3.1907 -4.7520  0.1322
H -2.1751 4.8714 3.4798  0.1416
H -3.8701 4.4523 3.3102  0.1507
H -2.3962 4.7193 -1.0319  0.1743
H -0.8217 -5.1231 -7.0286  0.0724
H 1.0984 -4.1510 -1.9795  0.1505
H 3.4747 -5.0831 -0.1421  0.1752
H 1.8864 -1.6447 -6.1831  0.1158
H 2.9053 -6.5950 1.9239  0.1505
H -4.1220 7.5309 6.6933  0.1757
H 1.8033 -4.9781 -5.9444  0.0883

Computed properties:
Kohn-Sham gap, eV: 9.62
Total charge: +1
HOMO level, eV: -12.86

***

No. 2
Molecular formula: C19H22F2O2
Method: DFT, ωB97M-V/def2-TZVPD

Last column: Löwdin charge in e.
CARTESIAN COORDINATES (ANGSTROEM)
F -7.1460 -1.8302 4.0750  0.0578
F -2.8034 -2.9660 2.6241  0.0772
O 1.4241 2.7205 -0.3028  -0.0351
O 5.1920 -2.0527 -3.8509  -0.0969
C 4.5176 0.1259 -1.9603  -0.1991
C 3.9262 0.0121 -3.3822  -0.1755
C -0.9040 0.8811 -0.0787  -0.0019
C -3.2454 0.5485 -0.5931  -0.0496
C -4.9790 -2.3653 3.2880  0.0708
C -3.7556 -2.0112 2.7026  -0.1933
C -1.1183 -0.2327 2.4760  -0.0113
C -4.6564 0.1789 2.3392  -0.0148
C 0.2188 0.8661 0.7528  -0.1618
C 1.5958 1.4681 0.3349  -0.3532
C -6.0147 -1.4449 3.4215  -0.2747
C 4.8999 -0.7334 -4.3145  -0.2661
C 3.7614 1.0736 -0.9987  -0.1910
C 0.1216 0.2888 2.0287  -0.0262
C 2.3864 0.5287 -0.5789  -0.1465
C -5.8696 -0.2118 2.8805  -0.0253
C -3.5557 -0.6924 2.2277  -0.1045
C -2.2632 -0.1709 1.6645  -0.1273
C -2.1134 0.4018 0.3743  -0.2244
H 5.5251 0.4655 -2.0140  0.0962
H -5.1002 -3.3543 3.6932  0.1261
H 5.7902 -2.5258 -4.4898  0.1085
H -1.1189 -0.6380 3.5144  0.1286
H 0.9492 3.3543 0.2755  0.1170
H -0.7697 1.3598 -1.0730  0.1378
H -2.8930 0.5089 -1.6473  0.0916
H 4.4221 -0.8555 -5.2655  0.0996
H -6.7437 0.4436 2.9649  0.1293
H 1.8066 0.3079 -1.4784  0.1132
H 2.1859 1.6054 1.2519  0.1371
H 2.5018 -0.4505 -0.0662  0.1371
H 3.7226 0.9888 -3.7880  0.1093
H 4.3681 1.1584 -0.1004  0.1075
H 3.6643 2.0744 -1.4320  0.1124
H -4.6058 1.1976 2.0086  0.1169
H 1.0123 0.3191 2.6656  0.1110
H 5.8375 -0.1836 -4.3979  0.1131
H -3.9133 -0.3143 -0.4466  0.0847
H 4.5790 -0.8872 -1.5446  0.1138
H -3.7881 1.4708 -0.3726  0.0838
H 2.9489 -0.4280 -3.3874  0.0981

Computed properties:
Kohn-Sham gap, eV: 9.53
SMILES: Cc1cc([C@H](O)CCCCCO)ccc1-c1ccc(F)cc1F
HOMO level, eV: -8.79
Energy relative to the best compared isomer or geometry (same formula, charge and spin), kJ/mol: 0.0

***

No. 3
Molecular formula: C19H22FN3OS
Method: DFT, ωB97M-V/def2-TZVPD

Last column: Löwdin charge in e.
CARTESIAN COORDINATES (ANGSTROEM)
S 4.1487 0.6864 0.4489  0.8770
F 4.4568 4.0131 1.3340  0.0622
O -0.3753 2.0914 0.0429  0.0556
N -2.1311 -4.2706 0.5674  0.1039
N -1.7405 -2.3005 -0.5384  -0.0812
N -0.7431 0.0003 0.7690  -0.0503
C 0.0432 1.0888 0.5952  -0.4527
C 4.4863 2.0740 -0.7162  -0.4030
C -2.1299 -0.9815 -0.9770  -0.1207
C -4.7612 -4.3674 -0.2566  -0.0809
C -2.0765 0.0029 0.1998  -0.1061
C 2.4868 5.0328 0.5579  -0.0053
C -0.4175 -2.3013 0.0455  -0.1338
C 2.3861 0.3497 0.1031  -0.4683
C 1.4463 4.2116 -1.4387  -0.0857
C -0.3494 -1.3141 1.2224  -0.1143
C 1.4693 1.0310 1.1169  -0.1539
C 3.4613 3.1506 -0.6296  -0.2533
C -2.6292 -3.2784 -0.1771  -0.2877
C 2.4356 3.2533 -1.5634  -0.0535
C -2.9078 -5.2878 0.8923  -0.1498
C 1.4661 5.0958 -0.3750  -0.0740
C -3.9664 -3.2997 -0.6109  -0.0136
C 3.4636 4.0663 0.4187  -0.2500
C -4.2325 -5.3957 0.5153  -0.0887
H 2.2818 -0.7345 0.1277  0.0575
H 2.4191 2.5727 -2.4031  0.1169
H -1.0559 -1.6417 1.9942  0.1338
H 4.5348 1.6496 -1.7190  0.0799
H 0.6883 5.8354 -0.2688  0.1064
H -2.7937 -0.3015 0.9697  0.1339
H -3.1259 -0.9878 -1.4126  0.1071
H 1.5345 0.5392 2.0872  0.1128
H 2.1777 0.7081 -0.9034  0.0762
H -4.3766 -2.5103 -1.2192  0.0932
H 1.7861 2.0683 1.2383  0.1038
H -2.4291 -6.0509 1.4933  0.1047
H 0.6528 4.2591 -2.1669  0.1068
H 5.4714 2.4268 -0.4132  0.0782
H 2.5338 5.7142 1.3928  0.1179
H -2.2982 1.0181 -0.1316  0.1211
H 0.2977 -2.0005 -0.7278  0.1237
H -1.4198 -0.6531 -1.7447  0.1341
H 0.6502 -1.3041 1.6488  0.1112
H -5.7912 -4.4019 -0.5822  0.1054
H -4.8297 -6.2439 0.8074  0.0936
H -0.1977 -3.3120 0.3865  0.1100

Computed properties:
Kohn-Sham gap, eV: 8.65
SMILES: O=C(CCSCc1ccccc1F)N1CCN(c2ccccn2)CC1
HOMO level, eV: -7.96
Energy relative to the best compared isomer or geometry (same formula, charge and spin), kJ/mol: 0.0

***

No. 4
Molecular formula: C19H22FNO4S
Method: DFT, ωB97M-V/def2-TZVPD

Last column: Löwdin charge in e.
CARTESIAN COORDINATES (ANGSTROEM)
S 3.4587 -1.6544 0.3123  0.6929
F 3.8672 1.7804 1.6894  0.0827
O 0.2555 -2.1684 -0.5147  0.0312
O -3.0137 -2.9471 0.6791  0.0832
O 3.6817 -2.7229 1.2422  -0.3045
O 4.5929 -0.9377 -0.1951  -0.2983
N -2.0175 -0.9591 0.2170  0.1220
C -2.1743 2.6737 0.1404  -0.1985
C -0.3718 -4.2514 -0.0228  0.0370
C 2.2976 -0.4583 1.1031  -0.1357
C 1.3127 -2.9842 -0.7459  -0.3122
C -2.0497 -2.3068 0.3086  -0.4246
C 1.4296 2.0638 -1.5835  -0.0773
C 2.2673 3.1157 -1.2526  -0.0674
C -1.6637 1.8530 1.3208  -0.1933
C -3.5889 0.7353 -0.6045  -0.1397
C 3.0981 3.0153 -0.1509  0.0085
C -2.5455 1.7666 -1.0290  -0.1986
C 0.9733 -4.2759 -0.4528  0.0175
C 3.0781 1.8570 0.6025  -0.2250
C -3.1138 -0.0955 0.5924  -0.3024
C -0.7720 -2.9438 -0.0726  -0.1550
C 2.5739 -2.3616 -1.1614  -0.1172
C 2.2482 0.7815 0.2961  -0.2086
C 1.4257 0.9108 -0.8192  -0.0539
C -2.7049 0.8213 1.7512  -0.1381
H -3.8187 0.0681 -1.4373  0.1182
H -2.3165 0.2144 2.5712  0.1181
H 2.2739 4.0138 -1.8501  0.1076
H -1.6496 1.2630 -1.3981  0.0921
H 1.6090 -5.1326 -0.5340  0.1211
H 3.2716 -3.0871 -1.5670  0.1215
H -0.7290 1.3588 1.0439  0.0907
H -3.9160 -0.7667 0.9172  0.1463
H -4.5091 1.2492 -0.3220  0.1193
H -1.4087 3.3874 -0.1712  0.1050
H 2.4438 -1.5265 -1.8433  0.1054
H 0.7752 0.0920 -1.0887  0.0956
H -2.9437 2.3665 -1.8497  0.1112
H 3.7607 3.8174 0.1320  0.1217
H -3.5961 1.3389 2.1101  0.1191
H 2.7272 -0.2967 2.0889  0.1165
H -1.4415 2.5140 2.1607  0.1125
H -3.0559 3.2391 0.4500  0.1148
H 1.3464 -0.9720 1.1866  0.1003
H -1.1727 -0.5106 -0.0964  0.1085
H -0.9742 -5.0790 0.2885  0.1234
H 0.7791 2.1415 -2.4415  0.1063

Computed properties:
Kohn-Sham gap, eV: 9.51
SMILES: O=C(NC1CCCCC1)c1ccc(CS(=O)(=O)Cc2ccccc2F)o1
HOMO level, eV: -9.03
Energy relative to the best compared isomer or geometry (same formula, charge and spin), kJ/mol: 0.0